1.
The following is a DFT calculation (the ωB97M-V functional and the def2-TZVPD basis) of a structure of composition C12H27ClGdIO2P2.

Summary:
HOMO level (alpha / beta) = -14.6 / -14.4 eV
net charge = +2
Kohn-Sham gap (alpha / beta) = 5.58 / 5.33 eV
spin multiplicity = 8
E_LUMO (alpha / beta) = -9.04 / -9.08 eV

Last column: Mulliken spin population.
Element x y z (Å)
Gd: 0.904 -0.759 -0.594  6.595
I: 3.314 0.619 -1.543  0.121
Cl: 1.309 -1.886 1.574  0.052
P: 0.255 1.862 0.410  0.123
P: -1.789 -2.131 -0.173  0.056
O: 1.156 -3.311 -4.410  0.000
O: -2.060 0.934 -1.777  0.012
C: -2.330 -2.661 1.498  0.003
C: 3.251 -4.272 -3.229  0.000
C: -1.178 0.389 -1.218  -0.009
C: 1.963 2.785 2.488  0.006
C: 1.317 4.361 -0.524  0.008
C: 1.611 1.576 1.622  0.007
C: 0.737 3.018 -0.918  0.006
C: 2.038 -3.683 -3.746  -0.005
C: -3.443 -1.888 -0.946  -0.001
C: -1.411 2.057 2.652  0.002
C: -1.409 -3.786 -0.869  -0.008
C: -0.962 2.776 1.383  0.004
H: -2.062 2.731 3.226  0.000
H: 1.428 4.969 -1.429  0.000
H: -0.407 -4.099 -0.563  0.005
H: -1.986 1.158 2.422  -0.003
H: -0.163 3.132 -1.538  0.000
H: 2.313 4.255 -0.081  0.001
H: -1.464 -3.780 -1.960  0.001
H: -0.570 1.765 3.287  0.000
H: 2.500 1.202 1.085  0.007
H: -3.311 -1.697 -2.017  0.000
H: 2.736 2.488 3.211  0.000
H: 0.682 4.923 0.168  0.000
H: -3.943 -1.014 -0.501  0.000
H: -0.531 3.764 1.603  0.010
H: 1.479 2.490 -1.553  0.003
H: 1.249 0.753 2.272  0.006
H: -1.805 2.971 0.699  -0.001
H: -1.447 -2.679 2.143  0.000
H: 1.121 3.169 3.074  0.000
H: 3.828 -3.426 -2.793  0.000
H: -2.145 -4.495 -0.464  -0.001
H: 3.841 -4.797 -4.022  0.000
H: -2.769 -3.665 1.452  0.000
H: -4.088 -2.775 -0.810  0.000
H: 2.369 3.617 1.907  0.000
H: 2.940 -4.988 -2.422  0.000
H: -3.067 -1.972 1.922  0.000

2.
The following is a DFT calculation (the ωB97M-V functional and the def2-TZVPD basis) of a structure of composition C12H27F5GeP2V.

Summary:
HOMO level (alpha / beta) = -6.6 / -8.8 eV
Kohn-Sham gap (alpha / beta) = 6.95 / 9.00 eV
spin multiplicity = 4
E_LUMO (alpha / beta) = 0.39 / 0.19 eV

Last column: natural (NBO) charge in e.
Element x y z (Å)
Ge: -0.382 -1.246 2.946  1.580
V: 0.343 -0.417 -0.384  0.927
P: 1.991 0.782 -1.459  0.906
P: -0.922 1.432 -0.847  0.817
F: -0.466 -1.602 -3.232  -0.379
F: 1.093 -2.888 -2.246  -0.375
F: -2.265 -2.334 -1.169  -0.368
F: -1.492 -3.768 -2.556  -0.306
F: -0.726 -3.718 -0.449  -0.318
C: 0.216 -2.403 4.431  -1.082
C: -2.168 1.077 -2.102  -0.964
C: 2.868 1.968 -0.395  -0.933
C: -2.068 -2.075 2.232  -1.066
C: 0.853 -1.158 1.355  -1.527
C: 0.076 -1.960 -1.989  0.184
C: 3.056 0.020 -2.704  -0.949
C: -1.899 2.439 0.407  -0.902
C: -0.584 0.618 3.732  -1.084
C: 0.014 2.712 -1.828  -0.684
C: 1.149 1.975 -2.545  -0.728
C: -1.077 -3.011 -1.547  0.893
H: 0.429 3.345 -1.056  0.217
H: -3.104 1.696 -1.932  0.235
H: 0.277 1.127 4.234  0.235
H: 3.442 2.601 -1.009  0.227
H: 1.166 -2.879 4.244  0.230
H: -1.801 1.510 -3.018  0.234
H: -1.285 0.553 4.595  0.227
H: -2.492 1.773 0.991  0.245
H: 1.168 -2.214 1.164  0.249
H: -1.114 2.968 0.966  0.230
H: 1.834 2.700 -2.896  0.225
H: 3.787 0.808 -2.930  0.231
H: -0.485 -3.209 4.565  0.226
H: -2.959 -1.563 2.638  0.226
H: -1.035 1.302 2.913  0.212
H: -2.034 -1.926 1.133  0.219
H: 3.470 1.330 0.318  0.253
H: 0.787 1.450 -3.452  0.244
H: -2.030 -3.155 2.411  0.235
H: -2.430 -0.031 -2.163  0.273
H: 3.487 -0.936 -2.324  0.259
H: 0.326 -1.866 5.338  0.223
H: -0.718 3.258 -2.498  0.241
H: 1.692 -0.540 1.825  0.233
H: 2.412 -0.267 -3.547  0.264
H: 2.052 2.555 0.051  0.238
H: -2.450 3.168 -0.211  0.228

3.
The following is a DFT calculation (the ωB97M-V functional and the def2-TZVPD basis) of a structure of composition C12H27F6InN9P.

Summary:
HOMO level (alpha / beta) = -18.1 / -18.1 eV
net charge = +3
Kohn-Sham gap (alpha / beta) = 9.15 / 5.06 eV
spin multiplicity = 2
E_LUMO (alpha / beta) = -8.99 / -13.09 eV

Last column: natural (NBO) charge in e.
Element x y z (Å)
In: 0.376 0.497 1.017  1.907
P: 0.242 2.228 -1.708  2.658
F: 1.222 2.607 -2.823  -0.515
F: -0.675 1.274 -2.534  -0.537
F: -0.841 1.680 -0.205  -0.661
F: 1.124 0.883 -1.221  -0.573
F: 1.047 3.021 -0.541  -0.577
F: -0.761 3.424 -1.816  -0.540
N: 0.001 -2.227 -0.416  -0.101
N: -0.724 -1.099 -0.191  -0.489
N: -0.483 -2.871 -1.395  0.040
N: -0.742 3.274 2.308  -0.491
N: -1.534 -2.179 -1.853  -0.132
N: -1.650 5.044 3.354  -0.492
N: -0.637 -0.416 2.795  -0.888
N: 2.312 1.525 1.354  -0.889
N: 1.785 -1.243 1.545  -0.725
C: -2.361 -2.632 -3.002  -0.209
C: 0.396 -1.126 3.607  -0.241
C: -0.760 -4.155 -4.293  -0.618
C: 3.207 0.679 2.190  -0.244
C: -1.672 -1.087 -1.118  0.244
C: 1.245 -2.005 2.699  -0.253
C: -1.588 5.382 2.074  0.187
C: -1.138 3.776 3.483  0.368
C: -1.558 -2.855 -4.285  -0.234
C: -1.001 4.229 1.412  0.146
C: 3.178 -0.755 1.676  -0.250
C: -0.698 -1.640 -4.621  -0.618
H: -0.077 -1.730 4.380  0.256
H: -0.301 -1.731 -5.630  0.253
H: 2.059 -2.430 3.288  0.249
H: -2.886 -3.530 -2.679  0.249
H: -1.414 -5.021 -4.178  0.228
H: -0.010 -4.186 -3.504  0.211
H: 3.654 -0.817 0.696  0.240
H: -0.801 4.132 0.355  0.279
H: 1.704 -1.843 0.724  0.460
H: -3.085 -1.830 -3.145  0.228
H: 0.657 -2.837 2.308  0.245
H: -1.074 3.286 4.444  0.253
H: -0.241 -4.257 -5.244  0.241
H: -2.339 -2.942 -5.047  0.241
H: 3.749 -1.389 2.355  0.248
H: -1.267 -0.708 -4.572  0.208
H: 4.225 1.067 2.168  0.258
H: 2.707 1.628 0.418  0.440
H: -1.250 0.132 3.392  0.425
H: -2.011 5.621 4.110  0.490
H: 2.255 2.472 1.719  0.432
H: 1.009 -0.371 4.102  0.207
H: -1.238 -1.116 2.357  0.427
H: 0.162 -1.561 -3.948  0.192
H: -2.430 -0.336 -1.259  0.265
H: 2.854 0.732 3.220  0.208
H: -1.923 6.331 1.676  0.293

4.
The following is a DFT calculation (the ωB97M-V functional and the def2-TZVPD basis) of a cluster of 4 separate species, C12H27N2O5 in total.

Summary:
HOMO level = -12.0 eV
net charge = +1
Kohn-Sham gap = 6.56 eV
E_LUMO = -5.39 eV

Last column: natural (NBO) charge in e.
Element x y z (Å)
O: 1.594 2.410 0.103  -0.556
O: -3.167 -4.733 2.940  -0.740
O: 1.949 1.767 -3.756  -0.744
O: 3.864 -2.621 1.416  -0.734
O: -1.899 3.218 -1.164  -0.556
N: -3.574 0.657 1.241  -0.153
N: -3.424 -0.632 1.642  -0.282
C: -1.700 0.350 -0.878  -0.096
C: 3.619 -2.951 2.771  -0.246
C: -3.016 2.715 -0.315  -0.116
C: 1.965 1.006 -0.117  -0.077
C: -3.670 -5.402 1.798  -0.252
C: -2.457 -1.522 0.940  0.037
C: -0.721 3.561 -0.332  -0.116
C: 0.704 2.934 -0.944  -0.104
C: 3.544 0.701 0.331  -0.660
C: -2.775 1.107 0.089  0.166
C: 1.941 2.915 -4.584  -0.250
C: -1.497 -1.229 -0.348  -0.182
H: -3.825 -4.843 3.648  0.475
H: -3.057 3.377 0.673  0.229
H: -0.745 -1.981 -0.855  0.304
H: 1.028 3.484 -4.393  0.182
H: -2.952 -5.298 0.981  0.176
H: 1.874 0.629 -1.220  0.184
H: 1.264 3.883 -1.402  0.201
H: 0.518 2.214 -1.848  0.202
H: -4.001 -0.998 2.457  0.470
H: -3.807 -6.462 2.026  0.185
H: 1.301 0.311 0.556  0.154
H: -2.371 -2.626 1.388  0.283
H: 4.223 0.967 -0.605  0.207
H: 4.180 -2.274 3.419  0.169
H: 2.810 3.537 -4.353  0.172
H: 3.922 -3.984 2.956  0.171
H: -0.642 4.738 -0.326  0.213
H: -4.623 -4.956 1.503  0.162
H: 3.875 1.354 1.245  0.230
H: -0.867 3.173 0.768  0.191
H: 2.770 1.282 -3.947  0.473
H: -4.074 2.841 -0.848  0.250
H: -1.134 0.791 -1.802  0.310
H: 3.711 -0.450 0.536  0.249
H: 2.551 -2.845 2.974  0.175
H: 4.820 -2.724 1.265  0.471
H: 1.966 2.610 -5.633  0.174

5.
The following is a DFT calculation (the ωB97M-V functional and the def2-TZVPD basis) of a structure of composition C12H27N3OPtSi.

Summary:
HOMO level = -7.4 eV
Kohn-Sham gap = 7.86 eV
E_LUMO = 0.44 eV

Last column: natural (NBO) charge in e.
Element x y z (Å)
Pt: 0.315 1.332 0.151  0.526
Si: -3.404 -1.871 -0.093  1.614
O: 1.521 3.474 0.542  -0.670
N: 0.972 5.540 1.259  -0.798
N: 1.730 -1.684 0.371  -0.867
N: 2.637 1.050 -0.169  -0.876
C: 4.182 -0.495 -1.437  -0.411
C: -0.612 3.701 1.527  -0.535
C: 4.034 -1.715 -0.507  -0.411
C: -3.634 -2.756 -1.725  -1.103
C: -1.066 0.062 -0.018  -0.128
C: 0.708 4.232 1.069  0.702
C: 2.650 -2.371 -0.537  -0.223
C: -3.146 -3.150 1.251  -1.100
C: -1.987 -0.737 -0.083  -0.744
C: -1.111 2.678 0.527  -0.527
C: 2.972 0.436 -1.466  -0.219
C: -4.958 -0.886 0.258  -1.101
H: -4.513 -3.403 -1.675  0.229
H: 0.759 -1.917 0.198  0.394
H: 0.318 6.152 1.710  0.402
H: -1.337 3.132 -0.444  0.197
H: 4.347 -0.861 -2.455  0.205
H: -0.449 3.247 2.508  0.243
H: -2.233 -3.719 1.063  0.231
H: 2.774 0.372 0.571  0.399
H: 4.266 -1.433 0.525  0.192
H: 4.779 -2.457 -0.800  0.212
H: -3.978 -3.858 1.303  0.227
H: -2.031 2.213 0.883  0.215
H: 2.106 -0.129 -1.810  0.200
H: -3.044 -2.671 2.227  0.236
H: -2.772 -3.377 -1.976  0.234
H: 3.171 1.886 0.019  0.391
H: -3.785 -2.047 -2.541  0.237
H: 3.134 1.244 -2.180  0.201
H: 5.068 0.079 -1.151  0.199
H: 1.934 -1.927 1.334  0.357
H: 1.870 5.900 0.986  0.405
H: 2.237 -2.306 -1.546  0.189
H: -5.847 -1.520 0.213  0.226
H: 2.753 -3.437 -0.302  0.173
H: -5.073 -0.091 -0.482  0.236
H: -4.918 -0.420 1.244  0.235
H: -1.342 4.507 1.660  0.208

6.
The following is a DFT calculation (the ωB97M-V functional and the def2-TZVPD basis) of a structure of composition C12H28BCl2CrF4N4OS.

Summary:
HOMO level (alpha / beta) = -14.6 / -14.2 eV
net charge = +2
Kohn-Sham gap (alpha / beta) = 7.96 / 6.92 eV
spin multiplicity = 4
E_LUMO (alpha / beta) = -6.62 / -7.23 eV

Last column: natural (NBO) charge in e.
Element x y z (Å)
Cr: -0.221 0.772 -0.494  1.038
Cl: 0.572 1.472 1.488  1.182
Cl: -0.623 -1.919 1.709  -0.103
S: 0.632 1.651 -2.481  0.317
F: -3.438 1.247 3.760  -0.465
F: -1.292 3.334 0.965  -0.328
F: -2.852 0.615 1.653  -0.524
F: -4.513 2.136 1.928  -0.471
O: 1.542 -1.819 0.298  -0.632
N: -0.474 -0.959 -1.684  -0.674
N: -2.108 1.167 -1.199  -0.671
N: 1.992 1.290 0.982  -0.899
N: 1.666 -3.236 2.099  -0.406
C: 0.001 2.919 0.900  -0.262
C: 1.111 -2.368 1.280  0.714
C: -0.955 2.280 -3.163  -0.526
C: -2.764 -0.067 -1.710  -0.238
C: 3.007 -3.733 1.753  -0.413
C: -1.749 -0.919 -2.451  -0.245
C: 0.952 0.106 -3.412  -0.532
C: 1.021 -3.913 3.225  -0.413
C: 0.710 -1.138 -2.561  -0.242
C: 0.693 1.711 3.215  -0.425
C: 3.364 1.554 0.564  -0.402
C: -2.068 2.339 -2.120  -0.241
B: -3.625 1.349 2.475  1.482
H: -2.130 -1.929 -2.603  0.245
H: -3.602 0.192 -2.360  0.237
H: 3.659 -3.618 2.617  0.227
H: -2.666 1.481 -0.406  0.416
H: 4.017 1.487 1.434  0.233
H: 0.339 0.138 -4.311  0.245
H: 3.632 0.787 -0.158  0.214
H: 2.942 -4.788 1.490  0.225
H: 0.630 -4.880 2.910  0.225
H: 1.563 -1.328 -1.916  0.251
H: 0.573 -2.003 -3.215  0.234
H: 1.774 -4.069 3.993  0.232
H: 1.993 0.158 -3.724  0.275
H: 0.382 0.120 1.796  0.045
H: 0.594 3.638 0.344  0.209
H: -0.510 -1.762 -1.060  0.412
H: 3.496 2.544 0.126  0.210
H: 0.219 -3.313 3.639  0.233
H: -3.032 2.443 -2.624  0.238
H: -0.005 2.319 3.781  0.212
H: -1.211 1.660 -4.020  0.240
H: -0.769 1.289 1.809  -0.075
H: -1.553 -0.497 -3.434  0.205
H: 1.512 1.330 3.818  0.213
H: -0.747 3.285 -3.524  0.275
H: -1.925 3.216 -1.489  0.236
H: 3.403 -3.170 0.916  0.238
H: -3.157 -0.605 -0.846  0.229